Formula: C4H8O2
Source: OMol25
Level of theory: ωB97M-V with the def2-TZVPD basis set

Lowest unoccupied orbital energy   0.98 eV
Largest force on an atom   0.5 eV/Å
DFT total energy   -307.67789 a.u.
Relative energy (zero: lowest compared OMol25 entry of this formula, charge and spin)   90.69 kJ/mol
Orbital gap   11.7 eV

```
14
Properties=species:S:1:pos:R:3:forces:R:3:lowdin_charge:R:1
H 0.57926 1.91672 -0.83167 -0.25 -0.09 0.07 0.0810
H 0.43660 1.68866 0.89561 -0.33 -0.02 -0.14 0.0836
H -0.99509 2.13172 -0.03092 -0.11 -0.23 -0.20 0.0753
H -1.28583 -1.81522 0.16987 -0.09 0.21 0.00 0.0863
H -2.31924 -0.68376 -0.68966 0.24 0.26 0.11 0.0820
H 2.70647 -0.56722 0.90275 0.07 -0.38 -0.01 0.1461
H -2.00494 -0.46016 1.04933 0.10 0.09 -0.08 0.0809
O 0.73485 -0.50595 0.69072 0.27 -0.17 0.05 -0.0566
C -0.26674 -0.00352 -0.23469 -0.04 0.01 -0.06 -0.3740
O 2.11779 -1.32784 -0.89862 0.00 0.35 0.30 0.0770
C -1.55823 -0.75518 0.09645 0.03 0.12 0.06 -0.0353
H 0.02229 -0.30591 -1.24759 0.05 0.11 0.23 0.1303
C 1.92116 -0.83808 0.18149 0.21 -0.24 -0.28 -0.3523
C -0.08835 1.52575 -0.05306 -0.15 -0.01 -0.05 -0.0242
```
Forces are in eV/Å.